# 1
65
Properties=species:S:1:pos:R:3:forces:R:3 method="wB97M-V/def2-TZVPD" total_charge=+1 orbital_gap_ha=0.32438 e_homo_ev=-11.43
C -3.25865 -5.33614 -0.58707 -0.03 0.02 0.07
Si -3.20534 -3.77210 -1.61538 0.04 -0.03 0.14
C -1.67639 -3.74049 -2.71011 -0.02 -0.04 -0.08
C -4.74869 -3.60672 -2.66471 -0.03 0.18 0.01
B -3.21015 -2.11504 -0.42504 0.20 -0.08 0.62
O -4.35726 -1.61969 0.17192 -0.42 -0.12 -0.73
B -4.69798 -0.30189 -0.06597 0.35 0.11 0.42
C -6.17066 0.19095 -0.15330 -0.04 -0.03 0.16
C -6.70948 0.25094 -1.60397 -0.13 0.07 0.01
C -5.80611 0.97582 -2.58623 -0.03 0.01 -0.05
Br -6.44414 0.73117 -4.40700 -0.05 0.01 -0.03
O -3.61937 0.57849 -0.30484 -0.20 -0.07 -0.50
B -2.40085 0.04508 -0.59387 0.12 0.11 0.78
P -1.16012 1.08702 -1.64782 -0.17 -0.19 -0.09
O -1.47160 0.99269 -3.07843 0.12 0.13 -0.04
O -1.16999 2.57223 -1.03707 0.15 -0.23 0.37
O 0.32056 0.50048 -1.28532 -0.04 0.39 0.31
O -2.09214 -1.25577 -0.32002 -0.03 0.00 -0.85
H -2.36549 -5.43652 0.03338 0.00 -0.01 -0.03
H -4.12625 -5.34299 0.07584 0.00 -0.02 -0.02
H -3.32090 -6.21343 -1.23510 0.00 0.01 0.01
H -0.99659 -2.92280 -2.46538 0.00 -0.02 0.03
H -1.97546 -3.61581 -3.75312 0.04 0.02 0.00
H -1.12447 -4.67991 -2.64154 0.02 0.02 0.02
H -4.93998 -4.50646 -3.25238 0.01 0.00 0.01
H -5.63009 -3.39959 -2.05375 0.00 -0.09 0.01
H -4.63551 -2.77046 -3.36176 -0.02 -0.04 -0.02
H -6.80097 -0.50956 0.39919 -0.03 0.07 0.03
H -6.27379 1.16760 0.32734 0.05 0.04 -0.09
H -7.67208 0.76536 -1.59171 -0.03 -0.09 -0.03
H -6.91145 -0.75760 -1.96970 0.14 -0.02 0.02
H -5.80001 2.05041 -2.42286 0.09 -0.02 0.07
H -4.78210 0.61229 -2.59789 -0.01 0.00 0.02
H -0.57680 3.19829 -1.46359 -0.12 0.17 -0.26
H 0.96976 1.00876 -1.78648 0.16 -0.19 -0.27
C 7.27178 1.79592 2.43641 0.02 0.01 0.02
C 6.03116 2.53431 2.92629 0.01 0.00 -0.02
C 4.92145 1.62031 3.45512 -0.04 0.03 0.05
C 4.46553 0.44818 2.59921 -0.01 0.00 0.00
N 3.57836 0.70877 1.39446 -0.06 -0.10 -0.02
C 2.22423 1.26079 1.78321 -0.03 0.08 -0.04
C 2.34979 2.77314 1.72404 0.05 0.04 0.02
C 3.38742 3.03749 0.61910 -0.03 0.00 -0.01
C 4.14227 1.71845 0.41301 0.02 -0.02 -0.06
C 3.39742 -0.61267 0.71542 -0.03 -0.01 0.01
H 7.06686 1.12192 1.60092 0.00 0.01 -0.01
H 8.02698 2.50187 2.09405 0.01 0.00 0.02
H 7.71526 1.19951 3.23562 -0.01 -0.01 -0.01
H 5.65819 3.20548 2.15032 0.00 -0.03 0.00
H 6.31648 3.18721 3.75286 -0.01 0.02 -0.02
H 4.06375 2.20994 3.78021 0.01 -0.02 0.03
H 5.29211 1.14195 4.36666 0.02 -0.02 -0.02
H 3.88035 -0.23081 3.21918 0.01 -0.03 -0.03
H 5.31893 -0.11200 2.21861 0.03 0.06 -0.02
H 1.52463 0.90007 1.02897 -0.05 0.01 0.05
H 1.94547 0.86525 2.75747 0.00 -0.05 -0.02
H 2.68347 3.18140 2.67450 -0.01 0.01 -0.01
H 1.38510 3.22656 1.50541 0.00 -0.02 -0.03
H 4.05607 3.85091 0.88893 0.01 -0.01 -0.01
H 2.90504 3.32452 -0.31379 -0.02 0.00 0.01
H 5.21681 1.77867 0.55674 -0.02 0.00 0.04
H 3.95997 1.31546 -0.58045 0.03 0.00 0.00
H 2.95299 -1.31252 1.41933 0.01 0.00 0.00
H 4.36748 -0.97970 0.38920 0.00 0.01 0.00
H 2.73517 -0.48497 -0.13730 -0.02 0.00 0.02

=====

# 2
72
Properties=species:S:1:pos:R:3:forces:R:3 method="wB97M-V/def2-TZVPD" orbital_gap_ha=0.29048 e_homo_ev=-8.47
O 1.12269 2.68920 -6.01037 -0.11 0.85 0.34
C 1.51775 1.85978 -6.74598 0.12 -0.06 0.11
O 0.83833 0.71048 -7.01779 0.21 0.30 -0.78
C -0.53922 0.86064 -6.88031 -0.39 -1.62 0.20
Cl -1.25130 -0.75366 -7.01325 0.11 0.05 0.13
S -1.24457 1.94596 -8.18662 0.21 2.33 1.25
O -0.20360 2.53330 -8.94951 0.36 -0.94 -0.63
O -2.10843 2.84349 -7.50926 -0.68 -0.45 0.14
F -2.12347 1.02281 -9.05374 0.20 -0.31 -0.34
C 2.85148 1.96369 -7.51689 -0.09 -1.18 -0.39
F 3.26182 3.21690 -7.59501 -0.04 -0.26 0.05
F 3.78950 1.20471 -6.91768 -0.09 0.43 0.10
F 2.67838 1.44902 -8.74510 0.19 0.48 0.11
H -0.83323 1.24504 -5.90595 0.02 0.47 -0.06
O -0.36669 1.44205 -3.46014 2.05 -2.15 1.20
P -1.04358 1.41227 -2.12656 -5.05 3.83 -0.83
N -2.56309 0.70137 -2.55900 0.38 -0.52 0.02
C -3.78693 0.81732 -1.78815 -0.11 -0.01 0.48
C -2.46100 -0.64067 -3.13171 0.33 -0.02 -0.39
N -1.22825 3.10859 -1.90360 0.03 0.06 -0.30
C -2.47757 3.72634 -1.50085 -0.03 -0.03 0.59
C -0.56118 3.97322 -2.87331 0.14 -0.05 -0.22
N -1.18322 1.12469 -0.41584 2.85 -0.94 -0.43
C -0.26496 1.94700 0.41769 -0.10 0.37 0.23
C -0.85751 -0.28207 -0.05186 -0.63 -0.37 -0.20
H -3.76948 0.26274 -0.83882 0.03 0.01 -0.01
H -4.61966 0.42384 -2.37531 0.13 -0.09 -0.12
H -4.04705 1.84730 -1.57321 0.16 -0.01 0.06
H -2.21587 -1.41167 -2.38837 -0.13 -0.02 -0.02
H -1.69009 -0.67194 -3.90211 0.04 0.07 0.07
H -3.40085 -0.92850 -3.60521 -0.06 0.12 0.03
H -3.22838 3.70556 -2.30071 -0.02 0.02 0.03
H -2.30464 4.77267 -1.23566 0.10 0.01 -0.12
H -2.88683 3.26782 -0.59981 -0.01 -0.17 -0.10
H -1.10492 4.02495 -3.82410 0.06 0.02 -0.04
H 0.45136 3.63903 -3.07460 -0.05 -0.11 -0.08
H -0.48385 4.98636 -2.47105 -0.15 -0.04 0.13
H 0.78191 1.81000 0.13633 0.04 -0.05 0.10
H -0.38252 1.66282 1.46420 -0.01 -0.25 -0.07
H -0.49669 3.00409 0.36015 -0.08 -0.02 -0.25
H 0.12399 -0.58318 -0.42360 0.07 -0.04 0.16
H -1.60276 -0.97302 -0.44620 -0.02 0.10 -0.14
H -0.86710 -0.40992 1.02810 0.07 0.16 0.03
O 1.40235 -1.53631 2.96109 -1.28 -3.34 -1.96
P 1.34430 -2.38930 4.20616 2.29 6.21 4.64
N 0.40182 -1.17828 5.07156 -0.67 -0.12 0.11
C 0.36387 -1.01064 6.51314 -0.09 -0.29 0.26
C -0.92986 -0.93772 4.51952 0.15 0.20 -0.48
N 3.00413 -2.26554 4.64298 0.10 -0.26 -0.35
C 3.45662 -1.74720 5.92101 -0.02 -0.45 0.42
C 3.91952 -1.81918 3.59934 -0.02 0.07 -0.27
N 1.02978 -3.52552 5.51202 -0.06 -2.65 -2.72
C 1.97095 -4.67841 5.57047 0.33 -0.06 0.24
C -0.31341 -4.15809 5.40226 -0.42 0.55 0.31
H -0.15754 -1.81957 7.04622 0.00 0.01 0.03
H -0.15853 -0.08134 6.75272 -0.06 0.01 -0.16
H 1.35216 -0.90472 6.94599 0.05 -0.16 -0.07
H -1.64110 -1.75055 4.72231 -0.09 0.11 0.07
H -0.87793 -0.81137 3.43813 0.08 -0.06 0.01
H -1.35735 -0.02119 4.92976 0.08 0.02 0.07
H 3.30688 -0.66397 6.00364 -0.02 -0.02 0.02
H 4.52466 -1.94576 6.04356 0.02 0.03 -0.16
H 2.97556 -2.24929 6.76012 -0.18 0.10 -0.06
H 3.86284 -0.73614 3.43905 0.00 -0.02 -0.06
H 3.72098 -2.31802 2.65578 -0.12 0.08 -0.03
H 4.94636 -2.06904 3.87676 -0.06 -0.03 0.18
H 1.99090 -5.24378 4.63557 -0.03 -0.11 0.06
H 1.66642 -5.34877 6.37554 -0.22 0.05 -0.05
H 2.98387 -4.36921 5.80013 -0.02 0.21 -0.13
H -0.46880 -4.63444 4.43168 0.00 -0.13 0.05
H -1.10311 -3.42603 5.55637 0.08 0.07 -0.06
H -0.43505 -4.91105 6.17794 0.13 -0.01 0.03

=====

# 3
66
Properties=species:S:1:pos:R:3:forces:R:3 method="wB97M-V/def2-TZVPD" total_charge=-1 orbital_gap_ha=0.18510 e_homo_ev=-5.13
F 0.12091 -4.51965 3.46479 -0.40 0.72 -0.61
Ga -0.79184 -3.40800 2.20969 -0.52 -0.44 0.23
C -2.26763 -2.35913 3.21544 -1.74 0.53 0.77
C -3.71930 -2.35924 2.38527 0.35 -0.78 0.58
C -4.36924 -3.88214 2.59156 1.72 1.32 0.32
Br -5.65121 -4.12311 1.02866 0.49 -0.22 1.18
H 0.18793 -2.50820 1.32453 0.34 0.14 0.11
H -1.57235 -4.39837 1.17701 0.09 -0.07 0.18
H -2.49886 -2.97170 4.21124 0.55 1.56 -1.72
H -1.98862 -1.23260 3.45902 -0.59 -2.33 -0.26
H -4.45824 -1.52998 2.78792 1.35 -1.74 -0.85
H -3.55967 -2.20442 1.23632 -0.28 -0.27 2.19
H -3.47282 -4.63739 2.45881 -2.11 1.40 0.12
H -4.89604 -4.01483 3.63640 0.82 0.25 -2.39
O -0.65462 1.39662 2.04577 -3.33 1.09 3.21
P -0.37809 2.75631 2.73301 8.00 0.38 -5.19
O -0.31979 3.59490 1.30728 -1.03 0.17 -0.15
C -1.55910 3.96038 0.72259 -0.17 0.10 -0.30
C -2.22950 5.07702 1.49624 -0.08 0.30 0.21
O 1.24448 2.42467 2.92102 -0.96 0.36 1.25
C 1.71816 1.08760 3.01637 0.30 -0.72 -0.30
C 2.17703 0.59067 1.65467 0.02 0.03 -0.12
O -0.06912 4.27547 3.50086 -2.97 -1.45 1.18
C 1.21271 4.89382 3.57428 0.85 0.07 0.39
C 1.85063 5.23254 2.23716 -0.10 -0.35 -0.42
H -2.21617 3.08407 0.65627 0.08 0.05 -0.06
H -1.35240 4.29694 -0.29749 0.13 -0.11 0.09
H -2.52871 4.74142 2.49579 -0.02 0.05 -0.09
H -3.12380 5.43105 0.97609 0.04 -0.08 0.01
H -1.54512 5.92428 1.63563 -0.15 -0.22 -0.07
H 0.96195 0.43045 3.45890 0.09 0.12 -0.26
H 2.57072 1.08803 3.70256 -0.07 0.23 0.03
H 1.42109 0.74768 0.88014 -0.03 -0.18 0.21
H 2.42013 -0.47546 1.69157 -0.09 0.12 -0.02
H 3.06642 1.13974 1.33160 0.01 -0.02 0.09
H 1.88228 4.29426 4.19862 -0.07 -0.01 -0.24
H 1.06075 5.83361 4.11723 -0.40 -0.14 0.00
H 2.11134 4.33743 1.66458 -0.09 0.12 0.17
H 2.77372 5.79877 2.38884 -0.10 0.04 0.21
H 1.17351 5.82715 1.61708 0.08 0.00 0.13
O 1.50112 -0.38322 -1.68981 -1.87 -2.85 3.07
P 0.78085 -1.58953 -2.34064 2.09 3.51 -7.95
O 2.10594 -2.05446 -3.21659 0.43 -0.43 0.69
C 3.09690 -2.80765 -2.53683 0.41 -0.24 0.06
C 2.62743 -4.22143 -2.26178 -0.21 -0.30 0.03
O 0.02567 -0.63123 -3.47617 -0.92 -0.45 0.82
C -0.25113 0.73927 -3.21862 0.17 0.41 0.02
C 0.85235 1.61756 -3.78665 0.17 0.06 -0.12
O -0.02390 -2.93731 -3.06780 -0.01 -0.02 3.47
C -0.53713 -2.94627 -4.39722 -0.66 0.25 -0.54
C 0.49245 -2.73505 -5.49490 0.42 0.33 0.10
H 3.37846 -2.30283 -1.60413 0.01 -0.01 -0.10
H 3.98263 -2.83612 -3.17809 -0.12 0.16 -0.05
H 1.79366 -4.22996 -1.55044 0.11 -0.05 -0.02
H 3.43572 -4.82748 -1.84339 -0.04 0.09 0.01
H 2.26744 -4.70172 -3.18123 0.13 0.14 0.19
H -0.40704 0.91737 -2.14928 0.20 -0.04 -0.19
H -1.19462 0.98420 -3.71618 0.01 -0.21 -0.06
H 1.84659 1.29046 -3.46965 -0.21 0.00 0.19
H 0.71588 2.65936 -3.48154 -0.01 -0.07 -0.04
H 0.84779 1.57128 -4.87968 -0.09 0.04 0.05
H -1.36695 -2.23798 -4.48284 0.23 0.01 -0.02
H -0.97703 -3.93965 -4.54129 0.14 -0.02 0.42
H 0.92223 -1.72918 -5.47101 -0.11 -0.18 0.07
H 0.03227 -2.86604 -6.47816 -0.16 -0.12 0.12
H 1.32088 -3.44295 -5.39940 -0.15 0.02 -0.02

=====

# 4
69
Properties=species:S:1:pos:R:3:forces:R:3 method="wB97M-V/def2-TZVPD" orbital_gap_ha=0.32815 e_homo_ev=-8.46
C 0.20080 -1.87924 3.21853 -0.07 0.02 0.07
C -0.35712 -0.49042 3.33248 -0.08 0.02 0.07
O -0.08533 0.26356 4.22998 0.24 -0.03 -0.31
N -1.13845 -0.06294 2.20460 -0.09 0.56 0.44
C -1.18376 1.38904 1.97923 -0.21 -0.01 0.02
N -2.40387 -0.69605 2.06468 0.50 -0.88 -0.24
P -3.23513 -1.28155 3.55675 -0.12 0.43 -0.14
O -3.68550 -2.78032 3.09769 0.16 0.05 0.05
O -4.69277 -0.62343 3.37890 0.08 -0.02 0.24
S -2.37841 -1.56036 0.64969 0.02 0.11 0.33
O -1.93059 -2.90062 0.83039 -0.07 0.00 -0.05
O -1.86161 -0.76717 -0.39973 0.00 0.02 -0.10
F -3.92831 -1.63416 0.46989 -0.07 -0.07 -0.09
H -0.51559 -2.60217 2.83320 0.00 -0.03 0.01
H 1.01346 -1.82207 2.49208 0.01 0.00 -0.04
H 0.61065 -2.18370 4.17553 -0.08 -0.07 0.06
H -0.45689 1.65580 1.21531 0.07 0.01 0.03
H -2.17389 1.65693 1.62454 -0.04 -0.03 -0.05
H -0.97884 1.93123 2.89869 0.03 0.00 0.04
H -2.94693 -3.39833 3.02196 -0.04 -0.07 -0.08
H -5.31045 -1.18050 2.88890 -0.07 0.00 -0.18
C 6.77057 -0.44815 5.42786 0.03 0.04 0.03
O 7.01700 0.48300 4.39577 -0.08 -0.04 0.00
C 7.59272 -0.07017 3.21980 0.10 0.03 -0.05
C 6.62088 -0.02268 2.06158 -0.09 -0.02 0.03
N 5.50890 -0.93798 2.27041 -0.02 0.11 0.06
C 4.42609 -0.81755 1.30225 0.02 -0.11 0.04
C 3.65421 0.49576 1.24647 -0.04 0.03 -0.12
O 2.87603 0.75872 2.39836 -0.07 -0.10 0.00
C 3.54947 1.38237 3.47526 -0.12 0.04 0.03
H 6.47028 0.11897 6.30707 -0.01 0.00 -0.01
H 5.96982 -1.15191 5.17388 0.03 -0.03 -0.02
H 7.67089 -1.02148 5.67062 0.00 -0.01 0.01
H 7.92338 -1.09741 3.40144 -0.04 -0.02 -0.02
H 8.47078 0.53057 2.96756 0.01 -0.01 0.03
H 7.14859 -0.31229 1.14749 -0.01 0.01 -0.02
H 6.30029 1.02189 1.94278 0.05 0.01 -0.03
H 5.13632 -0.79411 3.20023 0.00 -0.01 0.00
H 3.70695 -1.61346 1.51408 0.00 -0.01 -0.03
H 4.83281 -1.01757 0.30529 0.01 0.02 -0.01
H 2.94479 0.42135 0.41782 -0.01 0.02 0.01
H 4.30586 1.35119 1.02988 0.05 -0.03 0.06
H 4.34271 2.04655 3.12082 0.02 -0.01 0.00
H 3.98024 0.65626 4.17077 0.06 0.01 -0.03
H 2.81220 1.96976 4.02173 0.00 -0.01 -0.01
C -4.02325 1.28205 -7.82808 -0.04 0.00 -0.03
O -4.86770 0.55645 -6.96073 0.06 0.05 0.03
C -4.37388 -0.72251 -6.58338 -0.05 -0.11 -0.02
C -4.01159 -0.76023 -5.11534 0.05 0.08 0.03
N -2.84568 0.06355 -4.83792 -0.09 0.05 -0.01
C -2.54074 0.23599 -3.41982 0.05 0.04 -0.13
C -3.56560 0.96714 -2.56021 0.01 -0.04 0.11
O -3.71003 2.34192 -2.87415 0.00 0.01 -0.06
C -4.60565 2.64534 -3.92329 -0.01 0.06 0.06
H -4.57415 2.16433 -8.14943 0.00 0.00 0.01
H -3.09810 1.60494 -7.33757 0.02 -0.04 -0.01
H -3.75850 0.69280 -8.71194 0.01 0.01 -0.01
H -3.51040 -0.99544 -7.19785 0.03 0.02 0.03
H -5.16834 -1.45046 -6.76986 0.00 0.01 -0.03
H -3.78542 -1.79467 -4.83756 0.00 0.00 0.03
H -4.90134 -0.45227 -4.54760 -0.03 -0.06 -0.01
H -2.97986 0.97340 -5.25935 0.01 0.00 0.01
H -1.60038 0.78786 -3.35072 0.01 -0.02 0.03
H -2.35811 -0.74973 -2.98456 -0.04 0.00 0.03
H -3.21089 0.93357 -1.53051 0.01 0.02 0.01
H -4.54610 0.47341 -2.57535 0.00 0.01 -0.09
H -5.43158 1.92917 -3.96796 0.00 -0.01 -0.02
H -4.11263 2.67058 -4.89998 -0.02 -0.04 -0.01
H -5.01332 3.63771 -3.72929 0.00 0.00 0.01

=====

Q: Which LUMO level values were calculated for the entries above? A: -0.096, -0.021, -0.003, 0.017, in Eh.